Entry 1:
Molecular formula: C30H54AsMnN4
Method: DFT, ωB97M-V/def2-TZVPD

```
90
Properties=species:S:1:pos:R:3:mulliken_spin:R:1
As 2.4002 -1.1184 -1.0578 0.009
Mn 0.7715 0.9433 -0.0230 0.970
N 1.3307 3.1454 -0.8209 0.001
N 2.3523 1.9533 1.4298 -0.007
N -1.1085 0.0378 0.1262 -0.012
N -0.2985 2.5566 1.4467 -0.007
C -1.6805 1.2803 -1.8247 0.057
C -1.3117 -1.5040 4.1314 -0.001
C 2.5328 -3.0712 -0.7268 -0.001
C 2.1532 -1.1513 -3.0111 -0.002
C 1.9484 3.0179 2.3588 0.002
C 5.3081 -1.6955 -1.5962 0.000
C 3.3554 2.3691 0.4449 0.020
C -4.1893 0.1593 -1.9956 -0.002
C -2.1041 2.7478 -3.8198 -0.001
C -3.7994 1.1287 -2.9096 0.003
C -0.0996 -1.8300 3.2576 0.005
C -2.4979 -0.5707 2.1375 -0.007
C -1.4983 -3.3433 1.8551 0.000
C -5.5394 -0.4948 -2.1096 0.000
C -3.3293 -0.2291 -0.9736 -0.002
C -2.5295 1.6956 -2.8289 0.031
C 0.4568 4.2007 -0.2591 -0.002
C -2.5799 -1.5898 3.2812 0.000
C 0.6880 -0.9348 -3.3963 0.003
C -0.0349 -0.8452 2.0877 0.033
C 2.7741 3.3514 -0.5847 -0.007
C 1.3746 -3.9536 -1.1841 0.000
C -2.7181 -3.0090 2.7205 0.001
C -2.0410 0.3242 -0.8334 -0.010
C 4.3396 -0.6872 -0.9858 -0.002
C -0.2264 -3.2497 2.7002 0.000
C -1.4347 -2.3448 0.6979 -0.017
C 0.4469 2.9284 2.6466 -0.002
C -1.3077 -0.9036 1.2191 -0.007
C -0.7009 3.6547 0.5713 0.000
H -3.4513 -1.3582 3.8996 0.000
H -3.6296 -3.0910 2.1215 0.000
H 0.2871 -0.0413 -2.9124 0.006
H -6.1505 -0.0113 -2.8694 0.000
H 0.0975 3.8792 3.0636 0.000
H -5.4266 -1.5465 -2.3804 0.000
H 2.5006 2.9584 3.2983 -0.001
H -0.5686 -2.5224 0.0582 0.003
H 2.7684 -0.3540 -3.4338 0.000
H 2.9596 4.3802 -0.2713 0.000
H -3.4303 -0.5672 1.5766 0.000
H 6.3003 -1.2511 -1.6759 0.000
H 0.6499 -3.4864 2.0852 0.000
H -3.6856 -0.9895 -0.2941 0.001
H 4.4432 0.2663 -1.5107 0.000
H 2.5194 -2.1010 -3.4036 0.000
H -2.8036 -3.7230 3.5441 0.000
H 2.7265 1.1744 1.9591 0.003
H 0.8139 -1.7505 3.8559 0.000
H 0.8303 -1.1019 1.4550 -0.009
H 4.2377 2.8226 0.9102 0.003
H -2.3660 0.4378 2.5491 -0.001
H -1.1393 2.5022 -4.2700 0.000
H 0.5796 -0.8197 -4.4746 0.000
H 0.9995 -3.6570 -2.1642 0.000
H 3.4284 -3.3602 -1.2735 0.000
H -0.6708 1.6926 -1.7790 -0.029
H -2.0096 3.7232 -3.3350 0.000
H 0.2833 2.1534 3.3969 0.000
H -1.4713 3.2654 -0.0948 0.001
H -0.2579 -3.9761 3.5163 0.000
H -1.1431 2.0694 1.7229 0.008
H 0.0272 4.8050 -1.0592 0.000
H 3.6728 1.4667 -0.0764 -0.015
H 0.5465 -3.9497 -0.4816 0.000
H -2.3254 -2.4439 0.0770 0.000
H -1.2107 -0.4988 4.5542 0.000
H 0.0964 0.1746 2.4688 -0.015
H 0.0614 -1.7716 -3.0845 0.000
H 4.6039 -0.5088 0.0598 0.000
H -1.6016 -4.3567 1.4550 0.000
H 1.0566 4.8725 0.3539 0.000
H -1.3704 -2.2086 4.9650 0.000
H 1.7231 -4.9836 -1.2656 0.000
H -1.1320 4.4932 1.1333 0.000
H -4.4755 1.4354 -3.6988 0.001
H 1.1795 3.1211 -1.8203 0.001
H -2.8385 2.8418 -4.6173 0.000
H 5.4029 -2.5863 -0.9775 0.000
H 4.9950 -1.9946 -2.5976 0.000
H 3.3221 3.2044 -1.5154 -0.001
H 2.1859 3.9800 1.9090 0.000
H 2.7311 -3.2200 0.3364 0.000
H -6.0745 -0.4571 -1.1597 0.000
```

## Properties
strongest force on any atom = 2.54 eV/Å
ΔE to the lowest compared entry with this formula, charge and spin = 1.537 eV
expectation value of S² = 0.815
HOMO (spin up / spin down) = -8.9 / -8.9 eV
spin multiplicity = 2
total charge = +1
orbital gap (spin up / spin down) = 6.65 / 6.67 eV
LUMO level (spin up / spin down) = -2.2 / -2.2 eV

=====

Entry 2:
Molecular formula: C2H5NS2
Method: DFT, ωB97M-V/def2-TZVPD

```
10
Properties=species:S:1:pos:R:3:nbo_charge:R:1
S 0.7397 0.5750 1.7871 0.352
S 1.9873 0.6236 -0.5910 0.286
N 2.3060 0.9916 1.1088 -0.878
C 0.0892 0.7035 0.0795 -0.366
C -0.7607 -0.4423 -0.3775 -0.659
H -0.1447 -1.2798 -0.6996 0.234
H 3.0309 0.3791 1.4904 0.374
H -1.4018 -0.1395 -1.1990 0.217
H -1.3789 -0.7832 0.4524 0.225
H -0.3008 1.6925 -0.1364 0.216
```

## Properties
strongest force on any atom = 2.55 eV/Å
ΔE to the lowest compared entry with this formula, charge and spin = 2.198 eV
HOMO = -8.0 eV
orbital gap = 7.73 eV
LUMO level = -0.2 eV

=====

Entry 3:
Molecular formula: C40H67Be2Cl2F2MgN3O21PS
Method: DFT, ωB97M-V/def2-TZVPD

```
140
Properties=species:S:1:pos:R:3:lowdin_charge:R:1
Cl 3.6339 -2.0721 4.6182 0.113
Cl -2.0885 -2.1206 -0.6141 0.841
S 1.9529 -3.4645 8.0449 0.550
P -1.1807 1.0773 -2.5559 0.756
Mg -2.0861 4.4290 -7.8992 1.238
F -5.0046 2.7946 2.3217 -0.309
F -1.4696 -3.1441 4.5099 -0.006
O 3.4584 -3.3702 8.5276 -0.252
O -2.0372 -3.1320 6.7007 0.137
O -2.0782 5.4458 -4.6089 0.075
O -3.0716 -3.7334 8.6178 0.204
O -4.1089 6.0903 -4.2651 0.079
O -2.9393 -5.1774 6.8963 0.081
O 1.2784 3.4035 1.4011 0.080
O 0.3808 2.7381 -6.8207 0.010
O 6.5228 -0.4023 8.0915 0.015
O 1.4323 -2.1463 7.8748 -0.263
O 0.1976 -0.0330 -2.4789 -0.226
O -0.8974 -2.0252 -7.0864 0.137
O -0.9279 -0.2778 0.9526 0.009
O -5.2734 -4.0001 0.9584 0.149
O 1.8635 -4.4294 6.9883 -0.287
O -1.9248 0.1835 2.7358 0.057
O -5.4071 -1.7968 0.7150 0.005
O -4.5191 2.1363 -4.8065 -0.252
O -1.7047 0.4107 -0.9734 -0.190
O -3.3605 5.9255 -6.3918 0.002
O -0.7040 -0.8121 -5.2556 -0.051
N -1.8972 -0.6041 1.7478 -0.226
N 1.4019 0.7418 -6.5159 0.163
N 0.9376 4.7658 -0.3647 0.134
C -2.2519 -0.2095 -3.4880 -0.185
C -0.0292 2.3728 -1.6527 -0.191
C -1.1441 5.2353 -5.6209 -0.094
C -1.1546 -0.5292 -0.5260 -0.786
C -4.2269 0.0691 1.5699 -0.141
C -2.6877 2.2054 -2.4723 -0.220
C -4.7787 1.1284 0.6700 -0.104
C 4.4586 -3.0721 7.5258 -0.253
C 4.5953 -0.0381 -4.8218 -0.183
C 0.6883 3.6072 0.3688 -0.528
C 7.4821 -2.1335 9.3934 -0.044
C -5.6238 -3.3010 -1.2495 0.039
C 4.4349 -1.6225 7.0994 -0.191
C -0.3060 2.5901 -0.1533 -0.125
C -0.2979 -1.8087 -6.0793 -0.562
C 1.4684 -0.4745 -0.4283 -0.100
C -1.5523 -1.3117 -4.2246 -0.223
C 0.8595 1.9221 -6.0524 -0.450
C -3.5944 1.7812 -0.0829 -0.169
C 0.7448 2.2204 -4.6011 -0.124
C 5.0286 0.6907 -7.0271 -0.121
C -4.1778 -1.1715 0.6258 -0.310
C -3.2227 5.8486 -5.1744 -0.584
C 2.4201 -1.3889 -0.3247 0.053
C 3.6904 0.8497 -7.2259 -0.042
C -2.4944 -5.0472 5.5474 -0.055
C 8.8127 -0.2146 8.4550 -0.008
C -5.4018 6.5115 -4.7515 0.020
C -1.5046 -3.9101 5.6607 -0.288
C -5.4101 -3.0885 0.2118 -0.512
C -2.7261 -3.9887 7.5226 -0.538
C 0.2427 -0.7614 -1.2473 -0.306
C 3.2675 0.1433 -5.0382 -0.089
C 1.2819 -4.1500 9.5185 -0.108
C 5.4813 0.2227 -5.8353 -0.205
C 2.7931 0.5812 -6.2432 -0.271
C 0.9159 -2.5864 -5.7120 0.004
C -0.7061 1.9964 -4.1682 -0.212
C 7.4287 -0.6271 9.0474 -0.522
C -3.7588 1.5742 -1.5578 -0.219
Be 4.4918 -2.0684 -6.3501 0.418
Be -2.5041 -2.4484 2.0943 0.834
H 9.0499 -0.7782 7.5553 0.089
H 1.2980 4.5727 -1.2866 0.075
H -1.2763 3.0343 0.0261 0.113
H 2.9293 -1.4921 0.6183 0.064
H -4.7025 -3.5597 -1.7420 0.085
H -3.9152 0.5134 -1.7084 0.079
H 2.5710 -0.0767 -4.2454 0.119
H -4.7005 2.0394 -1.8565 0.126
H 1.6399 5.2794 0.1522 0.098
H 1.2163 -2.4724 -4.6806 0.080
H 6.5319 0.0667 -5.6962 0.113
H 7.7016 -2.7434 8.5166 0.087
H -0.4899 -4.2199 5.9175 0.159
H -5.5371 0.6989 0.0173 0.132
H 3.3660 1.1875 -8.1927 0.126
H 0.9406 3.2833 -4.5285 0.102
H -0.0989 1.7242 0.4464 0.086
H -2.9209 -0.7187 -2.8079 0.059
H 4.9696 -0.3954 -3.8833 0.116
H 0.7004 -3.6208 -5.9318 0.095
H 8.8284 0.8455 8.2151 0.083
H -6.0804 -2.4244 -1.6859 0.095
H -3.4664 2.8226 0.1726 0.129
H 1.7308 -2.3126 -6.3674 0.013
H -3.2224 0.3074 1.9536 0.029
H 2.6832 -2.0387 -1.1405 0.068
H -0.1472 3.3515 -2.0915 0.069
H 5.4162 -3.2995 7.9842 0.103
H 1.5587 0.4986 0.0309 0.107
H 4.4996 -0.9278 7.9891 0.139
H -2.3374 -1.8842 -4.7254 0.131
H 0.2034 -4.2075 9.3855 0.072
H -2.7186 1.1968 0.1635 0.076
H 1.5202 -3.4925 10.3495 0.080
H -6.3165 -4.1216 -1.3367 0.097
H -3.3418 -4.7937 4.9049 0.141
H 0.9962 2.0356 -1.6943 0.085
H -2.0436 -5.9696 5.1916 0.143
H -1.0604 -2.0389 -3.5853 0.109
H 6.5324 -2.4590 9.8160 0.077
H 3.4693 -1.3577 6.5520 0.015
H -5.8450 5.7351 -5.3691 0.108
H -0.9340 6.1606 -6.1664 0.130
H 4.3424 -3.7357 6.6710 0.091
H 7.3167 -0.0880 10.0010 0.140
H -1.2603 1.5145 -4.9639 0.079
H -1.1366 2.9819 -4.0815 0.051
H -6.0224 6.6714 -3.8780 0.107
H -1.5617 4.4753 -6.2822 -0.038
H -3.3324 -1.9500 0.9340 -0.072
H -2.8984 0.2695 -4.2079 0.083
H -3.9310 -0.8521 -0.3896 0.079
H 1.6990 -5.1414 9.6700 0.078
H -4.5233 1.8283 -5.7268 -0.085
H 5.7208 0.8997 -7.8158 0.118
H -0.2208 4.8544 -5.2024 0.109
H -3.1767 2.4691 -3.4198 0.038
H 5.2597 -1.4046 6.4389 0.043
H -4.8015 -0.1676 2.4720 0.153
H 1.5427 1.7371 -4.0536 0.096
H 8.2615 -2.3177 10.1346 0.087
H 9.5834 -0.4117 9.2009 0.092
H -5.3141 7.4421 -5.3058 0.105
H -2.3240 3.1459 -2.0569 0.088
H 0.2816 -1.8309 -1.4354 0.106
H -5.3299 2.0297 1.2970 0.123
H 1.2152 0.6330 -7.5026 0.149
```

## Properties
strongest force on any atom = 6.98 eV/Å
HOMO = -8.5 eV
total charge = +1
orbital gap = 1.55 eV
LUMO level = -7.0 eV